Entry 1:
{
  "formula": "C16H20ClN5O2S",
  "method": "ωB97M-V/def2-TZVPD",
  "elements": ["O", "O", "Cl", "N", "N", "N", "C", "C", "C", "C", "C", "C", "C", "C", "C", "N", "N", "C", "C", "C", "C", "C", "C", "C", "S", "H", "H", "H", "H", "H", "H", "H", "H", "H", "H", "H", "H", "H", "H", "H", "H", "H", "H", "H", "H"],
  "coordinates": [[-0.902214, -4.299474, -2.871436], [-2.075893, -6.049213, -1.552233], [5.365808, 3.438262, 1.781291], [3.628129, 0.026171, 0.892346], [2.777645, 4.925357, 1.706429], [1.834529, 1.455564, 1.211915], [2.336998, 0.284219, 0.881768], [4.474175, 1.014994, 1.112191], [2.188591, 6.096998, 1.972606], [2.023889, 3.791265, 1.848488], [2.651593, 2.471378, 1.510122], [0.671180, 3.839395, 2.247403], [0.041347, 5.051053, 2.443933], [4.053998, 2.294495, 1.444819], [0.812560, 6.167240, 2.302092], [1.408335, -0.709190, 0.514814], [-1.424865, -3.822672, -0.430308], [0.203426, 7.489140, 2.566969], [1.770526, -1.662495, -0.571297], [-0.043607, -0.440668, 0.675888], [0.926282, -2.927478, -0.582018], [-0.878803, -1.717206, 0.706026], [-0.605946, -2.603535, -0.500312], [-3.471168, -3.874455, -2.216665], [-1.882649, -4.625860, -1.839950], [5.539115, 0.821067, 1.172087], [2.782681, 7.008156, 1.839224], [0.105719, 2.932937, 2.443547], [-0.996977, 5.101789, 2.715183], [-0.989428, -4.496790, 0.177909], [0.766500, 8.041227, 3.308761], [-0.865815, 7.363440, 2.917332], [0.190796, 8.103395, 1.661449], [1.608943, -1.152628, -1.541187], [2.837770, -1.967290, -0.482209], [-0.352026, 0.234898, -0.126023], [-0.174038, 0.029096, 1.648183], [1.172571, -3.440139, -1.530886], [1.196485, -3.559351, 0.250146], [-1.918225, -1.383338, 0.724671], [-0.658168, -2.281003, 1.621476], [-0.950343, -2.029371, -1.390293], [-3.353868, -2.823838, -2.483873], [-4.021064, -3.918118, -1.313966], [-3.991533, -4.384458, -3.053446]],
  "forces_ev_per_a": [[-1.2919, 0.0370, 0.6768], [-0.0961, 2.1161, 0.2177], [-0.9267, -0.5127, -0.1100], [1.0690, -1.1019, -0.7894], [-0.9829, -0.5076, 0.2806], [-0.4322, 1.3889, 0.4104], [-1.2231, -0.5048, -0.3352], [-0.4332, 0.1853, 0.7840], [-0.8637, -1.4089, -0.3795], [-0.4033, 0.8759, 0.1158], [0.8871, 0.6220, 0.0225], [0.4850, -0.7957, -0.0699], [0.9823, -0.8451, -0.1976], [-0.0425, 0.1414, -0.0590], [0.8784, 1.3561, 0.1408], [0.5694, -0.5523, 0.2326], [-0.5662, -0.4055, -0.4207], [-1.4340, 0.5848, 0.0108], [0.3117, 0.5199, 0.3123], [1.3016, -0.2029, 0.1046], [-0.9049, 0.6813, -0.7821], [0.3673, 0.0083, -0.1090], [0.4572, 0.2540, -0.8158], [0.4636, 0.0429, -0.9488], [1.5309, -1.0224, -0.8538], [-0.0259, -0.3164, -0.3113], [-0.1690, -0.3679, 0.1652], [0.3193, -0.0701, -0.3377], [-0.2219, 0.0831, 0.1058], [-0.1242, -0.4531, 0.2500], [0.0204, 0.1497, 0.2706], [1.2246, 0.3041, -0.3294], [-0.0810, 0.0022, 0.0640], [0.2585, -0.1067, 0.1920], [-0.7386, 0.5732, -0.0206], [-0.3411, 0.1009, 0.0532], [-0.0052, 0.3856, -0.2109], [-0.3488, 0.0080, 0.5302], [0.0342, -0.3275, 0.3933], [-0.0810, -0.3128, 0.0579], [-0.0968, 0.1333, -0.0516], [0.4702, -0.4398, 0.2800], [0.3334, -0.0732, 0.0013], [-0.7414, -0.2503, 0.8322], [0.6112, 0.0238, 0.6276]],
  "smiles": "Cc1ccc(-c2nc(N3CCC(NS(C)(=O)=O)CC3)ncc2Cl)nc1",
  "gap_ha": 0.30724,
  "de_lowest_ev": 0.000,
  "e_homo_ev": -8.3610
}

---

Entry 2:
{
  "formula": "C2F6MnNO4S2Se2Te2",
  "method": "ωB97M-V/def2-TZVPD",
  "elements": ["Mn", "Se", "Te", "Te", "Se", "F", "C", "F", "F", "S", "O", "O", "N", "S", "O", "O", "C", "F", "F", "F"],
  "coordinates": [[-0.028675, 1.118032, -0.715167], [-1.005298, 3.139368, -1.228823], [0.610872, 4.889711, -1.889367], [2.205837, 3.310347, -3.227232], [2.021339, 1.337813, -1.720148], [2.866091, -0.238044, 1.119161], [2.021353, -0.528721, 2.079367], [2.284482, 0.169228, 3.163760], [2.022703, -1.817798, 2.330401], [0.281285, -0.054517, 1.621755], [0.357504, 1.388850, 1.185414], [-0.587201, -0.397504, 2.683629], [0.134897, -0.870377, 0.186798], [-1.270438, -0.730409, -0.631333], [-2.102659, 0.280075, 0.009390], [-0.862686, -0.297851, -1.985512], [-2.106150, -2.416254, -0.731192], [-2.646765, -2.642286, 0.438543], [-3.009518, -2.336569, -1.674409], [-1.186974, -3.303096, -1.015036]],
  "forces_ev_per_a": [[0.6285, 1.5187, -0.0473], [-0.3569, 0.3358, -0.1106], [0.0031, 0.1317, 0.0340], [0.1230, 0.0223, -0.1071], [0.5059, -0.1934, -0.0900], [0.0567, 0.0857, -0.1974], [-0.2494, -0.0654, 0.2043], [0.1395, 0.0192, 0.0767], [0.0616, -0.0897, 0.0226], [-0.2768, -0.0021, -0.6096], [-0.0511, -0.7162, 0.2623], [0.1700, 0.0932, -0.1448], [-0.3383, 0.4092, 0.1135], [-0.4465, -0.6205, 0.3829], [0.1408, -0.5300, -0.1748], [-0.1447, -0.5182, 0.3838], [0.0873, 0.2761, -0.0112], [-0.0451, -0.0409, 0.1661], [-0.1093, -0.0148, -0.0963], [0.1016, -0.1006, -0.0572]],
  "charge": 1,
  "s2": 3.961,
  "gap_ha": [0.22043, 0.20699],
  "e_homo_ev": [-11.9607, -12.2696],
  "spin_multiplicity": 4
}

---

no.,maximum force (eV Å⁻¹)
1,2.13
2,1.64